Here is C7H28InO7 as an isolated structure at a distorted geometry from the Open Molecules 2025 dataset. Energies are from the ωB97M-V functional and the def2-TZVPD basis.

Atoms and positions in Å:
1 In 0.27 0.22 -0.04
2 C -0.46 2.61 2.20
3 O 0.10 2.14 1.04
4 H -1.28 2.00 2.61
5 H -0.89 3.60 2.05
6 H 0.26 2.81 2.94
7 H 0.42 2.98 0.68
8 C 0.47 -0.45 2.96
9 O 1.28 -0.33 1.91
10 H 0.44 -1.49 3.26
11 H -0.45 -0.03 2.90
12 H 0.86 0.04 3.90
13 H 2.00 -0.76 2.37
14 C -2.88 0.79 0.34
15 O -1.74 0.15 0.74
16 H -3.76 0.22 0.53
17 H -2.90 0.88 -0.71
18 H -2.93 1.82 0.67
19 H -2.15 -0.38 1.50
20 C 1.47 2.42 -2.23
21 O 0.48 1.79 -1.55
22 H 1.73 1.91 -3.13
23 H 2.44 2.58 -1.76
24 H 1.13 3.44 -2.55
25 H -0.29 2.16 -2.10
26 C 0.09 -3.06 -0.61
27 O -0.11 -2.01 0.33
28 H -0.77 -3.67 -0.77
29 H 0.81 -3.77 -0.21
30 H 0.49 -2.77 -1.52
31 H -0.51 -2.47 1.11
32 C -1.99 -1.21 -2.14
33 O -0.86 -0.46 -1.84
34 H -2.66 -1.30 -1.30
35 H -1.61 -2.18 -2.33
36 H -2.53 -0.63 -2.92
37 H -0.60 -0.29 -2.77
38 C 2.87 -1.40 -0.30
39 O 1.99 -0.54 -0.98
40 H 3.64 -0.88 0.27
41 H 3.29 -2.06 -1.07
42 H 2.39 -2.10 0.37
43 H 2.44 -0.35 -1.83

## Properties
- HOMO: -21.37 eV
- DFT total energy: -27186.7736 eV
- LUMO: -0.390 Ha
- HOMO-LUMO gap: 10.75 eV
- ΔE to the lowest compared entry with this formula, charge and spin: 69.5 kJ/mol
- Multiplicity: 1
- Net charge: +3

Here are the natural (NBO) charges for atoms 1 to 8, given in e:
1 In 2.10
2 C -0.29
3 O -0.76
4 H 0.20
5 H 0.23
6 H 0.22
7 H 0.54
8 C -0.31

Here is one molecule with the formula C17H22N2O2 from the Open Molecules 2025 dataset. Energies are from the ωB97M-V functional and the def2-TZVPD basis.

Atoms and positions in Å:
1 C 4.83 -3.72 -0.39
2 C 3.34 -3.77 -0.69
3 N 2.70 -2.48 -0.51
4 C 2.57 -2.10 0.89
5 C 2.01 -0.69 1.00
6 N 0.70 -0.64 0.37
7 C 0.04 0.63 0.53
8 C -1.46 0.51 0.39
9 C -2.07 -0.69 0.42
10 C -3.50 -0.85 0.27
11 O -4.09 -1.90 0.29
12 O -4.23 0.29 0.10
13 C -3.65 1.52 0.09
14 C -4.50 2.61 -0.07
15 C -3.98 3.89 -0.07
16 C -2.60 4.10 0.09
17 C -2.06 5.50 0.10
18 C -1.77 3.01 0.24
19 C -2.27 1.70 0.24
20 C 0.83 -1.01 -1.03
21 C 1.39 -2.42 -1.13
22 H 5.28 -2.88 -0.92
23 H 5.03 -3.61 0.67
24 H 5.31 -4.64 -0.73
25 H 3.21 -4.05 -1.74
26 H 2.86 -4.55 -0.07
27 H 3.55 -2.13 1.36
28 H 1.90 -2.80 1.43
29 H 1.90 -0.43 2.05
30 H 2.71 0.01 0.52
31 H 0.25 1.01 1.54
32 H 0.42 1.38 -0.18
33 H -1.50 -1.59 0.56
34 H -5.56 2.44 -0.18
35 H -4.63 4.73 -0.19
36 H -2.54 6.08 0.88
37 H -2.27 5.98 -0.86
38 H -0.99 5.50 0.26
39 H -0.71 3.17 0.37
40 H -0.15 -0.97 -1.50
41 H 1.51 -0.32 -1.56
42 H 1.49 -2.69 -2.19
43 H 0.69 -3.13 -0.66

## Properties
- HOMO: -8.62 eV
- DFT total energy: -25061.4616 eV
- LUMO: 0.004 Ha
- HOMO-LUMO gap: 8.72 eV
- ΔE to the lowest compared entry with this formula, charge and spin: 195.2 kJ/mol
- Multiplicity: 1
- Structure (SMILES): CCN1CCN(Cc2cc(=O)oc3ccc(C)cc23)CC1
- Net charge: 0

Here are the natural (NBO) charges for atoms 1 to 8, given in e:
1 C -0.61
2 C -0.21
3 N -0.44
4 C -0.23
5 C -0.22
6 N -0.44
7 C -0.26
8 C 0.07

Here is one molecule with the formula C3H3NOS at a distorted geometry from the Open Molecules 2025 dataset. Energies are from the ωB97M-V functional and the def2-TZVPD basis.

Atoms and positions in Å:
1 S 2.73 -0.25 -0.04
2 C 1.19 -0.17 0.03
3 N 0.34 0.97 -0.17
4 C -1.02 0.40 -0.13
5 C -0.93 -1.01 0.12
6 O 0.45 -1.30 -0.15
7 H 0.69 2.03 0.36
8 H -1.78 1.05 0.11
9 H -1.67 -1.72 -0.13

## Properties
- HOMO: -8.47 eV
- DFT total energy: -17529.6353 eV
- LUMO: 0.012 Ha
- HOMO-LUMO gap: 8.80 eV
- ΔE to the lowest compared entry with this formula, charge and spin: 222.4 kJ/mol
- Multiplicity: 1
- Structure (SMILES): S=c1[nH]cco1
- Net charge: 0

Here are the natural (NBO) charges for atoms 1 to 8, given in e:
1 S -0.04
2 C 0.26
3 N -0.62
4 C -0.06
5 C 0.03
6 O -0.45
7 H 0.45
8 H 0.21

Here is a 2-piece molecular cluster, C5H6N2O2 overall at a distorted geometry from the Open Molecules 2025 dataset. Energies are from the ωB97M-V functional and the def2-TZVPD basis.

Atoms and positions in Å:
1 N 0.50 -3.63 0.34
2 C -0.44 -3.51 -0.34
3 C -1.79 -3.65 -0.82
4 C -2.37 -4.74 -1.36
5 C -3.82 -4.48 -1.58
6 N -3.98 -3.14 -1.09
7 C -2.85 -2.61 -0.59
8 O -2.73 -1.56 0.03
9 H -1.91 -5.72 -1.52
10 H -4.44 -5.21 -1.03
11 H -4.08 -4.57 -2.65
12 H -4.84 -2.61 -1.16
13 O -0.21 -0.77 0.73
14 H -1.15 -1.04 0.68
15 H 0.34 -1.57 1.05

## Properties
- HOMO: -9.91 eV
- DFT total energy: -12356.7976 eV
- LUMO: -0.017 Ha
- HOMO-LUMO gap: 9.46 eV
- ΔE to the lowest compared entry with this formula, charge and spin: 79.4 kJ/mol
- Multiplicity: 1
- Structure (SMILES): N#CC1=CCNC1=O.O
- Net charge: 0

Here are the natural (NBO) charges for atoms 1 to 8, given in e:
1 N -0.29
2 C 0.29
3 C -0.24
4 C -0.07
5 C -0.26
6 N -0.59
7 C 0.66
8 O -0.61

Here is a 2-piece molecular cluster, C2H5N2S3 overall at a distorted geometry from the Open Molecules 2025 dataset. Energies are from the ωB97M-V functional and the def2-TZVPD basis.

Atoms and positions in Å:
1 C -2.20 0.25 0.20
2 C 1.15 -0.19 -0.34
3 N -2.06 -0.71 -0.53
4 N 1.17 1.23 0.16
5 S -1.94 1.53 1.01
6 S 1.32 -1.48 0.76
7 S 0.94 -3.26 -0.05
8 H 0.84 -0.45 -1.37
9 H -2.75 -1.44 -0.80
10 H 0.64 1.22 1.06
11 H 0.71 1.86 -0.34
12 H 2.18 1.45 0.24

## Properties
- HOMO (alpha / beta): -13.32 / -13.23 eV
- DFT total energy: -37631.3896 eV
- LUMO (alpha / beta): -0.200 / -0.212 Ha
- HOMO-LUMO gap (alpha / beta): 7.88 / 7.45 eV
- ΔE to the lowest compared entry with this formula, charge and spin: 210.9 kJ/mol
- Multiplicity: 1
- Net charge: +1

Here are the natural (NBO) charges for atoms 1 to 8, given in e:
1 C 0.22
2 C -0.36
3 N -0.66
4 N -0.69
5 S 0.01
6 S 0.51
7 S -0.12
8 H 0.27

Here is a 3-piece molecular cluster, C4H12O2 overall at a distorted geometry from the Open Molecules 2025 dataset. Energies are from the ωB97M-V functional and the def2-TZVPD basis.

Atoms and positions in Å:
1 C 0.00 -0.64 1.31
2 C -0.12 0.04 0.01
3 C 0.09 1.44 -0.09
4 C -0.17 -0.79 -1.20
5 H -0.29 0.07 2.09
6 H 1.01 -1.02 1.50
7 H -0.70 -1.47 1.38
8 H 0.18 1.85 -1.09
9 H 0.04 2.05 0.79
10 H -0.39 -0.29 -2.13
11 H -0.98 -1.52 -1.06
12 H 0.72 -1.43 -1.29
13 H -2.27 0.34 -0.02
14 H -3.48 -0.51 0.39
15 O -3.18 0.15 -0.25
16 H 4.06 0.32 0.04
17 H 2.61 0.41 -0.40
18 O 3.19 -0.08 0.19

## Properties
- HOMO (alpha / beta): -15.61 / -15.59 eV
- DFT total energy: -8427.6429 eV
- LUMO (alpha / beta): -0.200 / -0.330 Ha
- HOMO-LUMO gap (alpha / beta): 10.16 / 6.63 eV
- ΔE to the lowest compared entry with this formula, charge and spin: 50.0 kJ/mol
- Multiplicity: 2
- Net charge: +1

Here are the natural (NBO) charges for atoms 1 to 8, given in e:
1 C -0.73
2 C 0.32
3 C -0.07
4 C -0.75
5 H 0.25
6 H 0.33
7 H 0.27
8 H 0.23